This record from the OMol25 dataset describes the molecule C21H19N3O. The level of theory is the ωB97M-V functional and the def2-TZVPD basis.

Element x y z (Å)
C -5.4209 -1.7321 1.1164
H -5.9480 -0.9422 0.5878
H -5.4769 -2.6449 0.5270
H -5.9324 -1.9006 2.0615
C -3.9680 -1.3501 1.3763
C -3.1028 -1.2616 0.1484
C -1.7336 -1.4369 0.2890
C -0.8676 -1.2713 -0.7854
C -1.3987 -0.9950 -2.0418
C -2.7634 -0.8522 -2.1961
C -3.6116 -0.9616 -1.1087
H -4.6698 -0.8125 -1.2483
H -3.1683 -0.6317 -3.1731
H -0.7380 -0.8850 -2.8909
N 0.5200 -1.4143 -0.6281
H 1.0031 -1.2934 -1.5123
C 1.1860 -0.6925 0.4274
N 1.1050 0.7639 0.2443
C 2.3134 1.3521 -0.0416
O 2.4911 2.5187 -0.3071
C 3.3165 0.2678 0.0760
C 4.6920 0.3220 -0.0619
C 5.4074 -0.8542 0.1002
C 4.7593 -2.0476 0.3873
C 3.3782 -2.1008 0.5239
C 2.6682 -0.9285 0.3726
H 2.8737 -3.0296 0.7402
H 5.3385 -2.9511 0.5061
H 6.4825 -0.8441 0.0013
H 5.1787 1.2578 -0.2874
C -0.1215 1.4458 0.2707
C -0.4857 2.3121 -0.7554
C -1.7236 2.9277 -0.6931
C -2.5474 2.6554 0.3871
N -2.1951 1.8564 1.3813
C -1.0144 1.2756 1.3290
H -0.7635 0.6505 2.1758
H -3.5293 3.1005 0.4733
H -2.0426 3.6008 -1.4734
H 0.1913 2.4950 -1.5753
H 0.7477 -0.9811 1.3887
H -1.3367 -1.6950 1.2597
H -3.9335 -0.3743 1.8728
H -3.5250 -2.0767 2.0620

Its electronic energy is -28604.189 eV. As for the largest force on an atom: 0.0135 Eh/bohr. The value obtained for the energy relative to the best compared isomer or geometry (same formula, charge and spin) is 1.44 kcal/mol. The HOMO energy comes out at -8.01 eV. The calculation puts the molecular weight at 329.4 g/mol.

***

This record from the OMol25 dataset describes a structure of composition C6H6N in a non-equilibrium geometry. The level of theory is the ωB97M-V functional and the def2-TZVPD basis.

Element x y z (Å)
C 0.8844 -0.8439 0.0430
C 1.6472 -1.1639 1.0545
C -1.6892 0.9352 -0.5953
C 0.9228 0.1665 -0.9568
C -1.0786 0.3176 0.5682
C -0.4211 0.3012 -0.9531
N -0.5609 -0.8544 0.0048
H 1.1681 -1.7433 1.8168
H 2.6010 -0.7227 0.8304
H -2.5471 0.5118 -1.0688
H -1.7133 2.0515 -0.4426
H 1.6241 0.3218 -1.7713
H -0.8374 0.7224 1.4704

Its electronic energy is -7795.654 eV. As for the largest force on an atom: 0.0798 Eh/bohr. The value obtained for the energy relative to the best compared isomer or geometry (same formula, charge and spin) is 94.30 kcal/mol. Its total charge is +1. The HOMO energy comes out at -14.74 eV. The calculation puts the molecular weight at 92.1 g/mol.

***

This record from the OMol25 dataset describes a cluster of 2 separate species, CH4N3O in total in a non-equilibrium geometry. The level of theory is the ωB97M-V functional and the def2-TZVPD basis.

Element x y z (Å)
C 0.1847 -0.0637 0.4488
N -1.9904 0.9362 -0.6294
N 1.2958 -0.6948 0.9098
N -0.2223 0.0285 -0.7797
O -2.5504 0.8858 -1.6057
H -0.4892 0.3363 1.1415
H 1.4930 -0.4810 1.9488
H 2.1766 -0.7950 0.3504
H 0.1020 -0.1522 -1.7845

Its electronic energy is -7609.432 eV. As for the largest force on an atom: 0.0764 Eh/bohr. The value obtained for the energy relative to the best compared isomer or geometry (same formula, charge and spin) is 82.46 kcal/mol. Its total charge is +1. The HOMO energy comes out at -15.46 eV. The calculation puts the molecular weight at 74.1 g/mol.

***

This record from the OMol25 dataset describes the molecule C7H10 in a non-equilibrium geometry. The level of theory is the ωB97M-V functional and the def2-TZVPD basis.

Element x y z (Å)
C -1.1429 -0.3212 -1.0116
C -1.3567 -0.3798 -2.4180
C -0.0868 -0.3322 1.1915
C -0.0404 -0.0006 -0.2652
C 1.3251 -0.0539 -0.8771
C 0.0991 1.0361 2.0211
C 1.2356 0.2073 2.0281
H -1.9141 -0.8471 -0.4261
H -1.9307 -1.2496 -2.6820
H -1.3446 0.5214 -3.0127
H -0.9535 -0.9468 1.4270
H 2.0669 0.1754 -0.1182
H 1.5117 0.5811 -1.7475
H 1.5674 -1.0893 -1.1827
H 0.0975 1.9527 1.4223
H -0.6862 1.1600 2.7902
H 1.5528 -0.4136 2.8608

Its electronic energy is -7413.550 eV. As for the largest force on an atom: 0.0780 Eh/bohr. The value obtained for the energy relative to the best compared isomer or geometry (same formula, charge and spin) is 172.60 kcal/mol. The HOMO energy comes out at -6.58 eV. The calculation puts the molecular weight at 94.2 g/mol.

***

This record from the OMol25 dataset describes a cluster of 3 separate species, C6H9NO2 in total in a non-equilibrium geometry. The level of theory is the ωB97M-V functional and the def2-TZVPD basis.

Element x y z (Å)
C 0.5852 -1.8609 -0.4128
C -0.7057 1.8884 0.6934
C 2.2416 0.9566 0.0389
C 0.0673 -0.5606 -0.0171
C -0.3188 0.5405 0.3312
C -2.2877 -0.7504 0.0547
O 3.3956 0.1871 0.0707
N -3.0171 -0.5900 -0.9296
O 2.3327 2.1230 -0.2076
H 3.1373 -0.6988 0.3494
H -2.5869 -0.1479 -1.7461
H -2.6271 -1.2024 0.9931
H 1.3389 -1.7370 -1.1928
H 1.0384 -2.3743 0.4386
H -0.2156 -2.4915 -0.8046
H -1.5783 2.2085 0.1211
H -0.9348 1.9608 1.7581
H 0.1351 2.5489 0.4614

Its electronic energy is -11946.352 eV. As for the largest force on an atom: 0.0339 Eh/bohr. The value obtained for the energy relative to the best compared isomer or geometry (same formula, charge and spin) is 160.67 kcal/mol. The HOMO energy (alpha / beta) comes out at -7.94 / -6.63 eV. The calculation puts the molecular weight at 127.1 g/mol.

***

This record from the OMol25 dataset describes the ion C4H12NO with charge +1 in a non-equilibrium geometry. The level of theory is the ωB97M-V functional and the def2-TZVPD basis.

Element x y z (Å)
C -1.4991 -0.3481 0.0472
O -1.4829 -1.7234 0.4144
C -0.1589 0.3169 0.2772
C 0.5030 0.8468 -1.0107
C 1.6894 1.7176 -0.7256
N 0.7915 -0.6872 0.8770
H -2.1468 0.2992 0.5869
H -1.7717 -0.2807 -1.0002
H -2.3729 -2.0917 0.3268
H -0.1451 1.1402 1.0044
H -0.2578 1.5157 -1.4476
H 0.8187 0.0889 -1.6945
H 2.6242 1.2467 -0.4625
H 1.6551 2.2730 0.2929
H 1.8294 2.4711 -1.5008
H 0.9593 -1.4057 0.1465
H 1.7229 -0.3109 1.0503
H 0.4300 -1.1653 1.6986

Its electronic energy is -7873.136 eV. As for the largest force on an atom: 0.0632 Eh/bohr. The value obtained for the energy relative to the best compared isomer or geometry (same formula, charge and spin) is 26.63 kcal/mol. Its total charge is +1. The HOMO energy comes out at -15.09 eV. The calculation puts the molecular weight at 90.1 g/mol.